Model one:
The molecule C2H5NO2. Source: the OMol25 dataset; level of theory: ωB97M-V with the def2-TZVPD basis set.

Calculated values
gap between HOMO and LUMO	10.534	eV
HOMO	-9.98	eV
structure (SMILES)	CNC(=O)O

ORCA input file:
```
! RIJCOSX wB97M-V def2-TZVPD def2/J DEFGRID3
* xyz 0 1
C -0.456 0.769 0.773
N -0.750 -0.052 -0.405
C 0.251 -0.799 -0.894
O 0.324 -1.352 -1.960
O 1.497 -0.698 -0.298
H -1.303 0.839 1.430
H 0.383 0.577 1.426
H -0.164 1.882 0.472
H -1.509 0.143 -1.041
H 1.727 -1.308 0.496
*
```

***

Model two:
The molecule C2H5NO2. Source: the OMol25 dataset; level of theory: ωB97M-V with the def2-TZVPD basis set.

Calculated values
gap between HOMO and LUMO	9.451	eV
HOMO	-8.53	eV

ORCA input file:
```
! RIJCOSX wB97M-V def2-TZVPD def2/J DEFGRID3
* xyz 0 1
N -0.690 1.745 -0.332
C -0.501 0.538 -0.832
O 0.777 0.155 -0.549
C 0.588 -1.192 -0.089
O -0.372 -1.328 0.917
H 0.038 2.325 0.075
H -1.642 2.061 -0.302
H 0.235 -1.805 -0.919
H 1.577 -1.464 0.272
H -0.008 -1.036 1.760
*
```

***

Model three:
A cluster of 2 separate species, C2H5NO2 in total. Source: the OMol25 dataset; level of theory: ωB97M-V with the def2-TZVPD basis set.

Calculated values
gap between HOMO and LUMO (spin up / spin down)	8.755 / 8.753	eV
HOMO (spin up / spin down)	-9.38 / -9.38	eV

ORCA input file:
```
! RIJCOSX wB97M-V def2-TZVPD def2/J DEFGRID3
* xyz 0 1
C -0.017 -0.003 0.117
C -1.487 0.073 0.054
N 0.961 -0.824 -0.022
O 0.894 1.867 0.019
O 2.241 -0.680 0.060
H -1.688 0.819 0.751
H -1.751 0.207 -0.933
H -1.719 -0.962 0.268
H 0.753 -1.880 -0.282
H 1.812 1.384 -0.033
*
```

***

Model four:
The molecule C2H5NO2. Source: the OMol25 dataset; level of theory: ωB97M-V with the def2-TZVPD basis set.

Calculated values
gap between HOMO and LUMO	9.538	eV
HOMO	-8.81	eV
structure (SMILES)	CN(O)C=O

ORCA input file:
```
! RIJCOSX wB97M-V def2-TZVPD def2/J DEFGRID3
* xyz 0 1
C 0.780 -1.125 0.034
N -0.184 -0.039 -0.261
O -1.612 -0.289 -0.314
C 0.015 1.419 0.049
O -1.009 2.027 -0.218
H 1.057 -1.909 -0.824
H 0.335 -1.756 0.850
H 1.669 -0.858 0.617
H -1.998 0.803 -0.142
H 0.947 1.727 0.210
*
```

***

According to the calculations, the structures order from most to least stable as model one, model two, model four, model three.